# 1
ORCA calculation (ωB97M-V/def2-TZVPD) on a structure of composition C48H36N4O4Pd.

Output
Maximum force in eV Å⁻¹: 0.4
HOMO level in hartree: -0.46789
Total charge: +2
HOMO-LUMO gap in eV: 4.48
Total energy in eV: -67976.2494

```
93
C48H36N4O4Pd ωB97M-V/def2-TZVPD
Pd -0.03 -0.23 -0.22
C 6.83 -6.26 3.57
O 6.43 -6.06 2.22
C 5.44 -5.20 1.96
C 5.11 -5.04 0.61
C 4.12 -4.16 0.24
C 3.41 -3.43 1.21
C 3.74 -3.60 2.55
C 4.76 -4.47 2.94
C 2.36 -2.49 0.81
C 1.10 -2.64 1.29
C 0.67 -3.72 2.16
C -0.60 -3.45 2.51
C -0.97 -2.23 1.83
N 0.02 -1.76 1.10
C -2.28 -1.59 1.98
C -2.71 -0.60 1.18
C -4.06 -0.05 1.19
C -4.12 0.86 0.20
C -2.80 0.91 -0.40
C -2.48 1.81 -1.50
C -3.59 2.64 -2.04
C -4.21 2.29 -3.24
C -5.23 3.05 -3.76
C -5.66 4.20 -3.08
O -6.66 4.88 -3.66
C -7.11 6.08 -3.04
C -5.05 4.56 -1.87
C -4.02 3.77 -1.36
C -1.25 1.92 -2.03
N -0.10 1.26 -1.58
C 0.90 1.74 -2.29
C 2.31 1.39 -2.13
C 3.29 2.18 -2.91
C 3.53 3.52 -2.63
C 4.45 4.25 -3.37
C 5.13 3.63 -4.43
O 6.02 4.24 -5.21
C 6.34 5.61 -4.95
C 4.88 2.29 -4.72
C 3.97 1.57 -3.97
C 2.74 0.38 -1.35
C 4.13 -0.04 -1.22
C 4.13 -1.13 -0.44
C 2.75 -1.38 -0.07
N 1.94 -0.49 -0.59
C 0.45 2.71 -3.26
C -0.88 2.82 -3.10
N -1.98 0.04 0.16
C -3.15 -2.05 3.08
C -3.69 -3.35 3.05
C -4.51 -3.78 4.07
C -4.79 -2.94 5.15
O -5.59 -3.46 6.09
C -5.90 -2.67 7.24
C -4.26 -1.65 5.19
C -3.45 -1.21 4.15
H 6.00 -6.67 4.16
H 7.19 -5.33 4.01
H 7.64 -6.99 3.53
H 5.64 -5.63 -0.13
H 3.87 -4.05 -0.81
H 3.22 -3.04 3.31
H 5.00 -4.57 3.98
H 1.28 -4.56 2.43
H -1.26 -4.02 3.15
H -4.85 -0.40 1.83
H -4.96 1.45 -0.12
H -3.88 1.40 -3.77
H -5.72 2.79 -4.68
H -6.30 6.80 -2.94
H -7.55 5.87 -2.06
H -7.88 6.48 -3.70
H -5.37 5.44 -1.33
H -3.56 4.06 -0.43
H 3.01 4.01 -1.82
H 4.63 5.28 -3.13
H 7.10 5.88 -5.68
H 6.75 5.73 -3.94
H 5.46 6.24 -5.08
H 5.41 1.84 -5.55
H 3.79 0.53 -4.21
H 4.96 0.46 -1.67
H 4.97 -1.73 -0.12
H 1.09 3.21 -3.97
H -1.58 3.45 -3.63
H -3.48 -4.00 2.21
H -4.95 -4.77 4.05
H -6.51 -3.30 7.87
H -6.47 -1.78 6.95
H -4.99 -2.39 7.77
H -4.48 -0.98 6.01
H -3.05 -0.21 4.18
```

These are the Löwdin partial charges, in e, on atoms 1 to 8:
1 Pd 1.064
2 C -0.044
3 O -0.049
4 C -0.268
5 C 0.035
6 C -0.024
7 C -0.222
8 C -0.018

# 2
ORCA calculation (ωB97M-V/def2-TZVPD) on a structure of composition C48H36N4OPdS in a non-equilibrium geometry.

Output
Maximum force in eV Å⁻¹: 2.3
HOMO level (spin up / spin down) in hartree: -0.23484 / -0.23291
Total charge: 0
HOMO-LUMO gap (spin up / spin down) in eV: 5.22 / 5.17
Total energy in eV: -72683.4963

```
91
C48H36N4OPdS ωB97M-V/def2-TZVPD
Pd -0.11 -0.23 0.50
C 4.87 -5.45 2.84
C 4.44 -5.37 1.52
C 3.65 -4.32 1.12
C 3.25 -3.34 2.02
C 3.72 -3.41 3.33
C 4.52 -4.46 3.74
C 2.28 -2.29 1.64
C 0.97 -2.41 2.21
C 0.62 -3.27 3.28
C -0.71 -3.06 3.55
C -1.17 -2.10 2.60
N -0.11 -1.70 1.82
C -2.52 -1.78 2.35
C -2.94 -0.98 1.29
C -4.26 -0.90 0.75
C -4.19 -0.14 -0.38
C -2.83 0.32 -0.49
C -2.37 1.32 -1.37
C -2.97 1.50 -2.67
C -2.98 2.73 -3.34
C -3.52 2.85 -4.61
C -4.05 1.75 -5.26
C -4.01 0.51 -4.62
C -3.49 0.39 -3.36
C -1.21 2.10 -0.96
N -0.11 1.50 -0.48
C 0.85 2.47 -0.29
C 2.19 2.20 0.01
C 3.11 3.35 0.12
C 3.82 3.84 -0.97
C 4.64 4.94 -0.82
C 4.76 5.55 0.41
C 4.06 5.07 1.51
C 3.24 3.97 1.36
C 2.67 0.91 0.25
C 4.04 0.49 0.26
C 4.05 -0.82 0.61
C 2.68 -1.19 0.89
N 1.87 -0.13 0.60
C 0.30 3.73 -0.62
C -0.99 3.50 -1.04
N -2.10 -0.20 0.54
C -3.54 -2.39 3.24
C -3.82 -1.78 4.46
C -4.75 -2.33 5.32
C -5.42 -3.49 4.98
C -5.15 -4.10 3.77
C -4.22 -3.55 2.90
H 5.47 -6.29 3.17
H 4.74 -6.14 0.82
H 3.32 -4.26 0.09
H 3.45 -2.62 4.02
H 4.86 -4.50 4.76
H 1.29 -3.92 3.81
H -1.31 -3.52 4.31
H -5.12 -1.39 1.16
H -4.98 0.14 -1.04
H -2.58 3.61 -2.87
H -3.53 3.82 -5.10
H -4.46 1.85 -6.25
H -4.39 -0.36 -5.14
H -3.42 -0.59 -2.90
H 3.70 3.35 -1.93
H 5.18 5.32 -1.68
H 5.40 6.42 0.52
H 4.15 5.55 2.47
H 2.68 3.59 2.20
H 4.87 1.12 -0.01
H 4.89 -1.47 0.70
H 0.81 4.67 -0.57
H -1.71 4.25 -1.28
H -3.29 -0.88 4.73
H -4.96 -1.84 6.26
H -6.15 -3.91 5.65
H -5.67 -5.01 3.49
H -4.01 -4.04 1.96
O -0.39 -1.81 -1.16
S -0.74 -3.11 -1.78
C -1.94 -3.94 -0.64
C -1.40 -5.34 -0.40
C 0.10 -5.17 -0.18
C 0.61 -4.29 -1.31
H -2.92 -3.94 -1.10
H -1.94 -3.35 0.28
H -1.58 -5.98 -1.26
H -1.87 -5.80 0.47
H 0.62 -6.12 -0.16
H 0.27 -4.68 0.79
H 0.84 -4.87 -2.20
H 1.46 -3.68 -1.03
```

These are the Löwdin partial charges, in e, on atoms 1 to 8:
1 Pd 1.054
2 C -0.090
3 C -0.078
4 C -0.026
5 C -0.206
6 C -0.045
7 C -0.077
8 C -0.062

# 3
ORCA calculation (ωB97M-V/def2-TZVPD) on a structure of composition C48H36N4ORuS in a non-equilibrium geometry.

Output
Maximum force in eV Å⁻¹: 1.2
HOMO level (spin up / spin down) in hartree: -0.34743 / -0.36340
<S²>: 0.87
Total charge: +1
HOMO-LUMO gap (spin up / spin down) in eV: 6.05 / 4.42
2S+1: 2
Total energy in eV: -71780.8293

```
91
C48H36N4ORuS ωB97M-V/def2-TZVPD
Ru 0.70 0.36 -0.14
C -4.26 3.01 -5.40
C -4.41 1.81 -4.71
C -3.43 1.40 -3.81
C -2.31 2.18 -3.58
C -2.17 3.39 -4.26
C -3.14 3.79 -5.18
C -1.27 1.73 -2.59
C -1.12 2.47 -1.40
C -1.83 3.71 -1.09
C -1.43 4.09 0.13
C -0.50 3.07 0.60
N -0.33 2.13 -0.36
C 0.09 3.06 1.88
C 0.87 2.03 2.39
C 1.40 2.02 3.74
C 2.02 0.85 3.90
C 1.88 0.10 2.65
C 2.43 -1.14 2.41
C 3.07 -1.86 3.56
C 4.41 -2.23 3.53
C 4.98 -2.92 4.59
C 4.21 -3.26 5.70
C 2.87 -2.88 5.75
C 2.31 -2.18 4.68
C 2.45 -1.78 1.15
N 1.85 -1.30 0.03
C 2.10 -2.22 -0.97
C 1.64 -2.14 -2.28
C 2.01 -3.25 -3.22
C 2.75 -2.98 -4.37
C 3.09 -4.00 -5.25
C 2.66 -5.30 -5.01
C 1.91 -5.57 -3.87
C 1.59 -4.55 -2.98
C 0.81 -1.13 -2.79
C 0.22 -1.12 -4.12
C -0.60 -0.08 -4.20
C -0.56 0.59 -2.91
N 0.33 -0.08 -2.08
C 2.92 -3.29 -0.44
C 3.10 -3.05 0.86
N 1.20 0.86 1.75
C -0.22 4.21 2.79
C 0.60 5.32 2.83
C 0.30 6.40 3.66
C -0.83 6.36 4.47
C -1.65 5.24 4.45
C -1.35 4.17 3.61
H -5.02 3.33 -6.11
H -5.29 1.20 -4.87
H -3.55 0.46 -3.27
H -1.29 4.00 -4.09
H -3.01 4.72 -5.72
H -2.54 4.20 -1.74
H -1.73 4.96 0.70
H 1.30 2.81 4.47
H 2.55 0.51 4.79
H 5.02 -1.94 2.68
H 6.03 -3.20 4.55
H 4.65 -3.82 6.52
H 2.27 -3.13 6.61
H 1.26 -1.91 4.71
H 3.10 -1.96 -4.55
H 3.68 -3.78 -6.13
H 2.91 -6.09 -5.70
H 1.57 -6.58 -3.68
H 0.99 -4.77 -2.10
H 0.41 -1.85 -4.90
H -1.20 0.23 -5.04
H 3.30 -4.13 -1.01
H 3.64 -3.66 1.58
H 1.49 5.36 2.19
H 0.95 7.26 3.68
H -1.07 7.20 5.11
H -2.53 5.19 5.08
H -2.00 3.29 3.59
O -1.13 -0.62 0.50
S -2.58 -0.31 0.12
C -3.51 -0.73 1.59
C -3.60 -2.26 1.58
C -4.06 -2.59 0.16
C -3.12 -1.81 -0.76
H -4.50 -0.26 1.49
H -2.97 -0.30 2.43
H -4.29 -2.63 2.34
H -2.61 -2.68 1.77
H -5.09 -2.25 0.02
H -4.03 -3.65 -0.05
H -3.57 -1.52 -1.71
H -2.19 -2.33 -0.95
```

These are the Löwdin partial charges, in e, on atoms 1 to 8:
1 Ru 1.222
2 C -0.075
3 C -0.065
4 C -0.035
5 C -0.216
6 C -0.038
7 C -0.064
8 C -0.067

> Among the records above, which one has the lowest maximum force?

C48H36N4O4Pd

> The lowest maximum force belongs to which entry?

C48H36N4O4Pd